w.
{
  "formula": "C16H19N3O2S2",
  "method": "ωB97M-V with the def2-TZVPD basis set",
  "species": ["C", "C", "C", "O", "N", "C", "C", "C", "C", "C", "C", "H", "H", "N", "C", "S", "C", "H", "C", "O", "N", "C", "C", "H", "C", "C", "H", "H", "H", "H", "H", "H", "H", "H", "S", "H", "H", "H", "H", "H", "H", "H"],
  "positions_angstrom": [[6.74, 0.11, 2.30], [5.87, 0.50, 3.50], [4.43, 0.73, 3.07], [3.95, 1.83, 2.94], [3.77, -0.45, 2.81], [2.46, -0.64, 2.37], [1.62, 0.41, 2.05], [0.33, 0.11, 1.64], [-0.13, -1.23, 1.53], [0.74, -2.27, 1.85], [2.01, -1.97, 2.26], [2.69, -2.77, 2.52], [0.39, -3.29, 1.77], [-1.42, -1.35, 1.11], [-1.96, -0.21, 0.89], [-3.63, -0.08, 0.45], [-3.65, 1.54, -0.40], [-4.70, 1.76, -0.57], [-2.84, 1.47, -1.68], [-1.75, 1.99, -1.76], [-3.39, 0.78, -2.69], [-4.66, 0.09, -2.71], [-4.79, -0.44, -4.14], [-5.37, -1.35, -4.19], [-3.33, -0.64, -4.56], [-2.65, 0.57, -3.92], [-1.59, 0.41, -3.69], [-2.73, 1.46, -4.56], [-3.20, -0.67, -5.64], [-2.94, -1.56, -4.13], [-5.26, 0.32, -4.77], [-5.48, 0.76, -2.45], [-4.66, -0.74, -1.98], [-3.22, 2.29, 0.27], [-0.93, 1.21, 1.18], [1.95, 1.43, 2.13], [4.29, -1.30, 2.98], [6.24, 1.43, 3.93], [5.91, -0.28, 4.26], [6.40, -0.82, 1.85], [7.77, -0.01, 2.61], [6.70, 0.90, 1.55]],
  "e_lumo_ev": 0.6,
  "spin_multiplicity": 1,
  "smiles": "CCC(=O)Nc1ccc2nc(SCC(=O)N3CCCC3)sc2c1"
}

***

x.
{
  "formula": "C16H19N3O2S2",
  "method": "ωB97M-V with the def2-TZVPD basis set",
  "species": ["C", "C", "C", "C", "C", "C", "C", "H", "H", "S", "O", "O", "N", "N", "C", "N", "C", "C", "C", "C", "C", "C", "C", "H", "H", "H", "C", "H", "H", "H", "H", "H", "H", "H", "S", "H", "H", "H", "H", "H", "H", "H"],
  "positions_angstrom": [[-5.01, 5.25, -0.12], [-3.78, 4.41, -0.20], [-2.52, 4.96, 0.04], [-1.38, 4.17, -0.03], [-1.51, 2.83, -0.35], [-2.75, 2.26, -0.59], [-3.88, 3.06, -0.51], [-4.85, 2.63, -0.70], [-2.80, 1.21, -0.84], [-0.08, 1.79, -0.38], [-0.32, 0.65, -1.22], [1.12, 2.55, -0.56], [-0.03, 1.26, 1.26], [-0.46, -0.02, 1.55], [0.08, -1.17, 1.01], [1.31, -1.06, 0.45], [1.93, -2.14, -0.24], [2.04, -2.05, -1.62], [2.63, -3.08, -2.32], [3.09, -4.20, -1.64], [2.99, -4.29, -0.26], [2.42, -3.24, 0.46], [2.35, -3.30, 1.96], [2.18, -2.31, 2.38], [3.27, -3.70, 2.37], [1.53, -3.94, 2.27], [3.49, -5.51, 0.44], [4.34, -5.27, 1.08], [2.71, -5.93, 1.08], [3.80, -6.27, -0.27], [3.53, -5.01, -2.20], [2.72, -3.02, -3.40], [1.65, -1.18, -2.12], [1.54, -0.15, 0.07], [-0.75, -2.56, 1.23], [-1.43, -0.11, 1.82], [0.86, 1.50, 1.69], [-0.40, 4.57, 0.14], [-2.43, 6.00, 0.28], [-4.76, 6.30, 0.02], [-5.61, 5.14, -1.02], [-5.63, 4.93, 0.72]],
  "e_lumo_ev": 0.4,
  "spin_multiplicity": 1,
  "smiles": "Cc1ccc(S(=O)(=O)NNC(=S)Nc2cccc(C)c2C)cc1"
}

***

Which is the most stable structure? w is the most stable.

***

w.
{
  "formula": "C3H4N3O2",
  "method": "ωB97M-V with the def2-TZVPD basis set",
  "species": ["C", "C", "C", "N", "N", "N", "O", "O", "H", "H", "H", "H"],
  "positions_angstrom": [[0.95, 0.93, 0.13], [-1.23, 0.66, -0.24], [-0.68, -0.60, 0.33], [-0.10, 1.59, -0.28], [0.72, -0.53, 0.01], [1.42, -1.53, -0.35], [2.59, -1.35, -0.66], [2.01, 1.39, 0.45], [-1.90, 0.98, 0.50], [-1.71, 0.56, -1.22], [-0.82, -0.65, 1.45], [-1.24, -1.44, -0.12]],
  "e_lumo_ev": 4.2,
  "spin_multiplicity": 1,
  "charge": -1,
  "smiles": "O=NN1CCN=C1[O-]"
}

***

x.
{
  "formula": "C3H4N3O2",
  "method": "ωB97M-V with the def2-TZVPD basis set",
  "species": ["C", "C", "C", "N", "N", "N", "O", "O", "H", "H", "H", "H"],
  "positions_angstrom": [[0.50, 0.88, -0.16], [2.91, 0.02, 0.38], [-0.83, 1.09, -0.16], [1.65, 0.58, -0.36], [-2.24, -0.97, 0.18], [-1.66, -0.02, -0.75], [2.65, -1.14, 0.62], [3.90, 0.72, 0.40], [-1.50, 1.86, 0.13], [-1.71, -1.84, 0.12], [-2.39, -0.53, 1.07], [-1.28, -0.65, -1.47]],
  "e_lumo_ev": 4.1,
  "spin_multiplicity": 1,
  "charge": -1,
  "smiles": "NNC=C=NC(=O)[O-]"
}

***

Which is the most stable structure? x is the most stable.

***

w.
{
  "formula": "C5H13N2",
  "method": "ωB97M-V with the def2-TZVPD basis set",
  "species": ["C", "C", "C", "N", "C", "C", "N", "H", "H", "H", "H", "H", "H", "H", "H", "H", "H", "H", "H", "H"],
  "positions_angstrom": [[-1.95, 0.81, -1.08], [-1.23, -0.55, -1.02], [-0.24, -0.74, 0.12], [3.32, 0.21, -0.27], [2.22, -0.47, -0.35], [0.99, 0.03, 0.09], [-1.35, 0.41, 2.17], [-1.24, 1.62, -1.32], [-2.51, 1.13, -0.20], [-1.94, -1.37, -0.99], [-0.73, -0.61, -2.00], [-0.06, -1.81, 0.21], [-0.91, -0.18, 1.23], [4.15, -0.29, -0.58], [3.58, 0.71, 0.59], [2.35, -1.52, -0.60], [0.87, 1.07, 0.38], [-2.58, 0.81, -1.97], [-2.18, 0.24, 2.76], [-0.55, 0.50, 2.82]],
  "e_lumo_ev": [-11.6, -12.3],
  "spin_multiplicity": 2,
  "charge": 2
}

***

x.
{
  "formula": "C5H13N2",
  "method": "ωB97M-V with the def2-TZVPD basis set",
  "species": ["C", "C", "C", "C", "C", "N", "N", "H", "H", "H", "H", "H", "H", "H", "H", "H", "H", "H", "H", "H"],
  "positions_angstrom": [[2.19, 0.82, 0.25], [0.97, -0.04, -0.15], [-0.20, 0.32, 0.90], [-1.50, 0.24, 0.00], [-2.06, 1.26, -0.63], [-2.11, -1.11, -0.07], [1.35, -1.42, -0.20], [2.32, 1.27, 1.29], [2.47, 1.50, -0.51], [3.13, 0.29, 0.02], [0.56, 0.32, -1.15], [-0.27, -0.39, 1.78], [0.06, 1.39, 1.22], [-2.96, 1.12, -1.25], [-1.43, 2.18, -0.82], [-2.55, -1.21, -0.93], [-2.76, -1.39, 0.62], [1.97, -1.62, -1.09], [2.11, -1.70, 0.51], [-1.29, -1.81, 0.21]],
  "e_lumo_ev": [-7.3, -12.9],
  "spin_multiplicity": 2,
  "charge": 2
}

***

Which is the most stable structure? x is the most stable.

***

w.
{
  "formula": "C4H8FP",
  "method": "ωB97M-V with the def2-TZVPD basis set",
  "species": ["C", "C", "C", "C", "F", "P", "H", "H", "H", "H", "H", "H", "H", "H"],
  "positions_angstrom": [[-1.56, -0.15, 0.15], [-0.41, -0.12, 1.22], [-0.49, -0.34, -0.93], [0.51, 0.09, 0.08], [1.78, -1.70, 0.16], [2.10, 0.91, -0.02], [-2.30, -0.97, 0.13], [-2.07, 0.76, 0.19], [-0.42, 0.80, 1.78], [-0.40, -1.09, 1.78], [-0.18, -1.44, -1.08], [-0.47, 0.14, -1.85], [1.44, 2.12, -0.19], [2.47, 0.99, -1.41]],
  "e_lumo_ev": -0.8,
  "spin_multiplicity": 1
}

***

x.
{
  "formula": "C4H8FP",
  "method": "ωB97M-V with the def2-TZVPD basis set",
  "species": ["C", "C", "C", "C", "F", "P", "H", "H", "H", "H", "H", "H", "H", "H"],
  "positions_angstrom": [[0.17, 0.01, -0.48], [-2.27, 0.15, 0.61], [2.88, -0.11, 0.14], [-1.52, -0.39, -0.68], [0.42, 1.28, -0.69], [1.27, -1.11, 0.05], [-1.79, -0.28, 1.49], [-3.34, 0.10, 0.66], [-1.95, 1.16, 0.53], [2.62, 0.61, 1.04], [3.72, -0.70, 0.49], [3.19, 0.44, -0.71], [-1.76, 0.30, -1.49], [-1.66, -1.46, -0.96]],
  "e_lumo_ev": 0.9,
  "spin_multiplicity": 1,
  "smiles": "CC/C(F)=P/C"
}

***

Which is the most stable structure? x is the most stable.

***

w.
{
  "formula": "C3H6O3",
  "method": "ωB97M-V with the def2-TZVPD basis set",
  "species": ["O", "C", "C", "H", "H", "H", "H", "O", "C", "O", "H", "H"],
  "positions_angstrom": [[0.73, -2.56, -0.93], [-0.16, -1.86, -1.28], [-0.11, -0.68, -2.17], [-1.16, -1.99, -0.78], [0.79, -0.80, -2.79], [-0.92, -0.80, -2.90], [-0.14, 0.39, -1.94], [0.05, 2.31, 1.39], [0.14, 1.45, 2.21], [0.14, 1.61, 3.52], [0.27, 0.41, 1.91], [0.38, 2.52, 3.75]],
  "e_lumo_ev": [-6.7, -10.4],
  "spin_multiplicity": 2,
  "charge": 1
}

***

x.
{
  "formula": "C3H6O3",
  "method": "ωB97M-V with the def2-TZVPD basis set",
  "species": ["O", "C", "C", "H", "H", "H", "H", "O", "C", "O", "H", "H"],
  "positions_angstrom": [[-2.77, 0.62, 0.69], [-1.78, 1.06, 0.14], [-1.17, 2.36, 0.28], [-1.47, 0.30, -0.63], [-1.87, 3.01, 0.80], [-0.98, 2.89, -0.66], [-0.15, 2.14, 0.65], [2.02, -2.29, -1.60], [1.82, -2.14, -0.44], [2.43, -2.81, 0.54], [1.05, -1.54, 0.07], [2.85, -3.60, 0.16]],
  "e_lumo_ev": [-6.7, -10.2],
  "spin_multiplicity": 2,
  "charge": 1
}

***

Which is the most stable structure? x is the most stable.

***

w.
{
  "formula": "C2H3FS2",
  "method": "ωB97M-V with the def2-TZVPD basis set",
  "species": ["C", "C", "F", "S", "S", "H", "H", "H"],
  "positions_angstrom": [[-0.32, 0.07, 0.27], [0.86, -0.51, 0.13], [4.30, -1.22, 0.81], [1.58, -1.71, 1.34], [3.18, -0.77, 2.05], [-0.85, 0.61, -0.44], [-0.93, -0.05, 1.06], [1.43, -0.31, -0.67]],
  "e_lumo_ev": 0.0,
  "spin_multiplicity": 1,
  "smiles": "C=CSSF"
}

***

x.
{
  "formula": "C2H3FS2",
  "method": "ωB97M-V with the def2-TZVPD basis set",
  "species": ["C", "C", "F", "S", "S", "H", "H", "H"],
  "positions_angstrom": [[-0.47, -1.06, 0.61], [0.47, 0.94, -0.49], [-0.03, 1.14, -1.72], [-0.88, 0.77, 0.65], [1.04, -0.71, -0.38], [-0.30, -1.27, 1.59], [-1.30, -1.49, 0.04], [1.46, 1.67, -0.30]],
  "e_lumo_ev": 0.2,
  "spin_multiplicity": 1
}

***

Which is the most stable structure? x is the most stable.